Entry from the OMol25 dataset: a structure of composition C38H102F6N2O17S2 at a distorted geometry (the ωB97M-V functional and the def2-TZVPD basis).

Computed properties:
Molecular weight (g/mol): 1037.353
Relative energy (zero: lowest compared OMol25 entry of this formula, charge and spin) (kJ/mol): 442.0
Energy (eV): -116818.0351
HOMO (eV): -9.526
Gap between HOMO and LUMO (eV): 9.7384

Each line ends with the Löwdin charge.
Atoms and positions in Å:
N: 2.5641 -1.3976 0.4392  0.30
H: 3.3934 -1.3150 1.0097  0.07
H: 2.6689 -1.1841 -0.5424  0.15
H: 2.0439 -0.6309 0.8414  -0.02
H: 2.2052 -2.3279 0.5999  0.08
C: 3.3047 1.8819 1.6884  -0.58
F: 3.5864 1.0472 2.7605  0.10
F: 3.9386 3.0148 1.9440  0.17
F: 3.7827 1.3187 0.5680  0.12
S: 1.3954 2.1413 1.4447  0.79
O: 0.8343 2.7814 2.6198  -0.27
O: 1.2504 2.9462 0.1824  -0.31
N: 1.0143 0.4352 1.2416  -0.34
S: -0.5559 0.3757 1.2113  0.65
O: -1.1043 0.1238 2.5189  -0.29
O: -1.1356 1.4189 0.3174  -0.32
C: -1.0458 -1.3330 0.2915  -0.65
F: -2.2930 -1.6991 0.5576  0.15
F: -0.8962 -1.1154 -0.9874  0.15
F: -0.2434 -2.3032 0.6353  0.16
O: 1.6910 -1.3336 3.6187  -0.05
H: 0.7879 -1.3580 3.9349  0.00
H: 1.6648 -0.7471 2.8626  -0.04
C: 0.0329 3.9207 -2.6887  -0.02
C: 0.5703 2.5869 -3.3045  -0.43
C: 0.8474 2.5687 -4.8040  -0.05
O: 1.7270 2.0946 -2.6160  -0.07
H: -0.7258 4.4368 -3.2771  0.07
H: 0.7600 4.7273 -2.5948  0.07
H: -0.5275 3.9270 -1.7538  0.07
H: -0.1430 1.7628 -3.3148  0.10
H: 1.3370 1.6337 -5.0766  0.07
H: 1.4444 3.4414 -5.0688  0.08
H: -0.1467 2.6550 -5.2425  0.09
H: 1.4294 1.8991 -1.7244  0.05
C: -2.1750 0.3593 6.3066  -0.06
C: -0.8062 -0.2883 5.9602  -0.50
C: -0.1532 -0.6949 7.2962  -0.04
O: -1.0619 -1.2008 4.9387  -0.05
H: -2.1796 1.2598 6.9207  0.07
H: -2.8629 -0.3612 6.7491  0.08
H: -2.7176 0.6051 5.3937  0.06
H: -0.1556 0.5120 5.6078  0.13
H: -0.8022 -1.4828 7.6783  0.08
H: 0.1860 0.0910 7.9710  0.09
H: 0.6900 -1.2346 6.8649  0.07
H: -1.4019 -0.6411 4.2367  0.03
C: -2.0477 3.6791 2.8891  -0.06
C: -1.6899 4.7790 3.9464  -0.48
C: -2.3238 4.4393 5.2447  -0.07
O: -0.2851 4.9575 4.1056  -0.04
H: -1.7012 3.8801 1.8753  0.08
H: -3.1161 3.5359 2.7275  0.07
H: -1.7138 2.6862 3.1906  0.06
H: -2.1541 5.6484 3.4809  0.13
H: -2.3271 5.3395 5.8592  0.08
H: -1.7884 3.6302 5.7415  0.08
H: -3.3975 4.2770 5.1501  0.08
H: -0.0165 4.0906 3.7925  0.03
C: -5.1931 -3.2928 -0.3704  -0.07
C: -5.8547 -2.6974 -1.5470  -0.47
C: -6.8514 -3.6696 -2.2180  -0.06
O: -6.6062 -1.5065 -1.1865  -0.07
H: -4.5302 -2.7208 0.2788  0.06
H: -4.6706 -4.1778 -0.7337  0.07
H: -5.9659 -3.5924 0.3375  0.09
H: -5.1618 -2.4448 -2.3496  0.13
H: -7.4232 -4.2897 -1.5276  0.08
H: -6.3154 -4.3251 -2.9044  0.07
H: -7.4854 -3.1187 -2.9128  0.08
H: -7.4452 -1.7497 -0.7884  0.08
C: -1.9626 -2.6529 -4.7363  -0.04
C: -0.4535 -2.3469 -4.8335  -0.45
C: -0.1741 -0.8203 -4.6052  -0.04
O: 0.2440 -3.0405 -3.8085  -0.08
H: -2.0816 -3.7122 -4.5087  0.07
H: -2.4470 -2.4084 -5.6816  0.08
H: -2.3283 -1.9540 -3.9839  0.06
H: 0.0378 -2.7304 -5.7277  0.13
H: -0.4264 -0.2714 -5.5124  0.09
H: 0.9026 -0.7055 -4.4799  0.07
H: -0.5710 -0.3953 -3.6833  0.05
H: 0.2065 -3.9948 -3.9057  0.08
C: -1.4670 -5.2918 -0.7801  -0.03
C: -1.5380 -5.4706 0.7606  -0.47
C: -2.7425 -6.2752 1.2152  -0.05
O: -0.3756 -6.1746 1.1346  -0.06
H: -2.2196 -4.5655 -1.0871  0.06
H: -1.6354 -6.2013 -1.3567  0.09
H: -0.6042 -4.7255 -1.1306  0.06
H: -1.5006 -4.5289 1.3082  0.13
H: -2.8185 -7.2264 0.6884  0.09
H: -3.6501 -5.7436 0.9293  0.07
H: -2.8221 -6.5253 2.2732  0.08
H: -0.5069 -6.3963 2.0594  0.10
C: 6.5359 -0.4466 0.0559  -0.06
C: 6.4053 -1.3482 1.2318  -0.47
C: 7.2559 -0.8343 2.4240  -0.04
O: 5.0516 -1.2517 1.7055  -0.10
H: 7.5257 -0.6221 -0.3656  0.10
H: 6.4585 0.6115 0.3061  0.09
H: 5.7304 -0.5942 -0.6635  0.07
H: 6.7470 -2.3559 0.9954  0.13
H: 7.2120 -1.5057 3.2816  0.08
H: 6.7224 0.0638 2.7353  0.09
H: 8.3160 -0.7519 2.1842  0.09
H: 5.0450 -1.8073 2.4884  0.10
C: -3.3012 0.8324 -2.6100  -0.04
C: -3.8978 2.1575 -2.0857  -0.47
C: -5.4528 2.3065 -2.2202  -0.04
O: -3.6093 2.2494 -0.7263  -0.06
H: -3.3568 0.5968 -3.6728  0.07
H: -3.7888 0.0176 -2.0749  0.08
H: -2.2211 0.8505 -2.4646  0.04
H: -3.5765 3.0713 -2.5855  0.12
H: -6.0080 1.6104 -1.5915  0.06
H: -5.8056 2.2504 -3.2500  0.07
H: -5.6601 3.3453 -1.9632  0.07
H: -2.6722 2.0604 -0.6379  0.03
C: 5.7943 0.8953 -5.1256  -0.04
C: 5.1624 0.8125 -3.7151  -0.42
C: 4.9354 2.1290 -2.8840  -0.07
O: 3.7949 0.3931 -3.6869  -0.09
H: 5.3797 1.7667 -5.6325  0.08
H: 5.6980 0.0017 -5.7423  0.07
H: 6.8830 0.9416 -5.1022  0.07
H: 5.7415 0.1792 -3.0431  0.11
H: 4.6236 1.9171 -1.8612  0.07
H: 4.1864 2.8280 -3.2559  0.06
H: 5.9113 2.6086 -2.9599  0.08
H: 3.3609 1.1257 -3.2435  0.00
C: -6.9213 0.9732 1.4974  -0.05
C: -5.9508 0.1877 2.3749  -0.50
C: -4.4909 0.2288 1.8775  -0.05
O: -5.9238 0.7150 3.6567  -0.03
H: -6.6929 2.0368 1.4294  0.08
H: -7.9015 0.8294 1.9519  0.08
H: -7.0108 0.6045 0.4756  0.06
H: -6.2969 -0.8431 2.2988  0.13
H: -4.3407 -0.2751 0.9227  0.06
H: -3.8193 -0.0338 2.6949  0.07
H: -4.1804 1.2666 1.7567  0.06
H: -5.8358 1.6607 3.5173  0.09
C: 2.8102 -5.4727 -1.3081  -0.04
C: 3.0201 -5.0377 0.1202  -0.46
C: 4.2644 -4.2016 0.4040  -0.06
O: 1.9518 -4.2099 0.5706  -0.08
H: 3.5128 -6.2742 -1.5364  0.09
H: 2.7341 -4.7468 -2.1177  0.08
H: 1.8309 -5.9479 -1.3660  0.07
H: 3.0786 -5.8922 0.7944  0.14
H: 5.2505 -4.6510 0.2869  0.08
H: 4.3102 -3.7704 1.4040  0.07
H: 4.3435 -3.4526 -0.3840  0.08
H: 1.2039 -4.8068 0.6479  0.05
C: 4.0968 5.2751 -2.1633  -0.07
C: 3.5473 6.4383 -1.3673  -0.50
C: 3.1968 6.1150 0.1076  -0.03
O: 4.3646 7.5535 -1.3284  -0.04
H: 3.3469 4.4852 -2.2050  0.06
H: 5.0826 4.9555 -1.8256  0.08
H: 4.3005 5.4135 -3.2251  0.08
H: 2.6863 6.7639 -1.9511  0.13
H: 2.6318 6.8749 0.6474  0.08
H: 4.0833 5.8931 0.7017  0.08
H: 2.5400 5.2492 0.1927  0.05
H: 5.0317 7.4737 -0.6427  0.09

Atoms 1-6, force components in eV/Å:
0.9 -0.5 -0.2
1.7 -0.3 -0.4
0.5 -0.2 -0.3
-1.5 0.3 0.1
-0.7 -0.8 -0.1
0.2 -0.9 1.5